Record 1
Below is a 2-piece molecular cluster, CH4N2O2 overall in a non-equilibrium geometry, with properties calculated with ωB97M-V/def2-TZVPD.

```
9
Properties=species:S:1:pos:R:3:forces:R:3
C 0.270465 0.375675 -0.378577 -2.893 -0.424 0.012
N -0.154656 0.599090 2.437470 -1.295 -0.474 0.501
N -0.913568 0.045528 0.429094 0.100 1.575 2.209
O -0.894495 -1.315950 0.492623 -0.772 -1.616 1.316
O -0.827764 0.353690 3.357462 1.132 0.183 -2.662
H 0.757434 1.252993 -0.112292 0.139 2.151 0.505
H -0.087243 0.368826 -1.404653 0.456 0.039 -0.269
H 0.944392 -0.348938 -0.143415 2.208 -2.414 -0.133
H -1.562632 -1.622923 1.184972 0.925 0.980 -1.479
```
Positions in Å, forces in eV/Å.

Values from the calculation:
- ΔE to the lowest compared entry with this formula, charge and spin (eV) = 5.8972
- highest occupied orbital energy (alpha / beta) (eV) = -7.5 / -7.5
- 2S+1 = 1
- frontier orbital gap (alpha / beta) (eV) = 7.051 / 7.145

Atom charges from the Mulliken analysis, given in e for atoms 1 to 2: C -0.762; N 0.239


Record 2
Below is a 2-piece molecular cluster, CH4N2O2 overall in a non-equilibrium geometry, with properties calculated with ωB97M-V/def2-TZVPD.

```
9
Properties=species:S:1:pos:R:3:forces:R:3
C -1.304655 -0.138702 -0.054324 -1.140 -1.170 -0.704
N 0.638791 1.109560 0.299258 -0.782 -1.263 -0.061
N 0.053507 0.005022 -0.232385 2.464 -0.142 -1.063
O -2.077464 0.764902 0.214048 1.157 -0.627 0.075
O 1.188067 -1.458361 -0.172036 -2.450 2.368 4.924
H -1.635903 -1.161168 -0.396838 0.295 0.740 0.574
H 1.650095 1.109196 0.224441 -0.380 0.063 -0.003
H 0.193956 1.335150 1.178582 0.626 0.237 0.450
H 1.293605 -1.565600 -1.060746 0.210 -0.206 -4.192
```
Positions in Å, forces in eV/Å.

Values from the calculation:
- ΔE to the lowest compared entry with this formula, charge and spin (eV) = 3.8205
- highest occupied orbital energy (alpha / beta) (eV) = -9.4 / -9.5
- 2S+1 = 1
- frontier orbital gap (alpha / beta) (eV) = 8.699 / 8.447

Atom charges from the Mulliken analysis, given in e for atoms 1 to 2: C 0.110; N -0.388


Record 3
Below is one molecule with the formula CH4N2O2 in a non-equilibrium geometry, with properties calculated with ωB97M-V/def2-TZVPD.

```
9
Properties=species:S:1:pos:R:3:forces:R:3
N 1.187775 -0.098865 0.144306 0.343 0.338 -0.507
C 0.042222 -0.781406 -0.128425 -2.975 1.558 -0.520
O -0.248487 -1.938175 -0.142099 0.702 0.613 0.197
N -1.200513 0.399411 -0.468963 2.404 -3.015 -0.265
O -2.368236 0.045720 0.229184 0.508 0.209 0.987
H 1.146344 0.914500 -0.170981 0.832 -2.103 0.755
H 2.074109 -0.647943 0.331185 -1.560 1.340 -0.609
H -0.789490 1.095701 0.105425 -0.295 1.233 0.736
H -2.957433 -0.406902 -0.365507 0.040 -0.173 -0.774
```
Positions in Å, forces in eV/Å.

Values from the calculation:
- ΔE to the lowest compared entry with this formula, charge and spin (eV) = 1.8353
- structure (SMILES) = NC(=O)NO
- highest occupied orbital energy (eV) = -9.2
- 2S+1 = 1
- frontier orbital gap (eV) = 9.851

Atom charges from the Mulliken analysis, given in e for atoms 1 to 2: N -0.430; C 0.585


What did the third record say?
Below is one molecule with the formula CH4N2O2 in a non-equilibrium geometry, with properties calculated with ωB97M-V/def2-TZVPD.

```
9
Properties=species:S:1:pos:R:3:forces:R:3
N 1.187775 -0.098865 0.144306 0.343 0.338 -0.507
C 0.042222 -0.781406 -0.128425 -2.975 1.558 -0.520
O -0.248487 -1.938175 -0.142099 0.702 0.613 0.197
N -1.200513 0.399411 -0.468963 2.404 -3.015 -0.265
O -2.368236 0.045720 0.229184 0.508 0.209 0.987
H 1.146344 0.914500 -0.170981 0.832 -2.103 0.755
H 2.074109 -0.647943 0.331185 -1.560 1.340 -0.609
H -0.789490 1.095701 0.105425 -0.295 1.233 0.736
H -2.957433 -0.406902 -0.365507 0.040 -0.173 -0.774
```
Positions in Å, forces in eV/Å.

Values from the calculation:
- ΔE to the lowest compared entry with this formula, charge and spin (eV) = 1.8353
- structure (SMILES) = NC(=O)NO
- highest occupied orbital energy (eV) = -9.2
- 2S+1 = 1
- frontier orbital gap (eV) = 9.851

Atom charges from the Mulliken analysis, given in e for atoms 1 to 2: N -0.430; C 0.585


Q: Number 1 is which compound?
A: CH4N2O2


What did the second record say?
Below is a 2-piece molecular cluster, CH4N2O2 overall in a non-equilibrium geometry, with properties calculated with ωB97M-V/def2-TZVPD.

```
9
Properties=species:S:1:pos:R:3:forces:R:3
C -1.304655 -0.138702 -0.054324 -1.140 -1.170 -0.704
N 0.638791 1.109560 0.299258 -0.782 -1.263 -0.061
N 0.053507 0.005022 -0.232385 2.464 -0.142 -1.063
O -2.077464 0.764902 0.214048 1.157 -0.627 0.075
O 1.188067 -1.458361 -0.172036 -2.450 2.368 4.924
H -1.635903 -1.161168 -0.396838 0.295 0.740 0.574
H 1.650095 1.109196 0.224441 -0.380 0.063 -0.003
H 0.193956 1.335150 1.178582 0.626 0.237 0.450
H 1.293605 -1.565600 -1.060746 0.210 -0.206 -4.192
```
Positions in Å, forces in eV/Å.

Values from the calculation:
- ΔE to the lowest compared entry with this formula, charge and spin (eV) = 3.8205
- highest occupied orbital energy (alpha / beta) (eV) = -9.4 / -9.5
- 2S+1 = 1
- frontier orbital gap (alpha / beta) (eV) = 8.699 / 8.447

Atom charges from the Mulliken analysis, given in e for atoms 1 to 2: C 0.110; N -0.388


Copy entry 2 word for word.
Below is a 2-piece molecular cluster, CH4N2O2 overall in a non-equilibrium geometry, with properties calculated with ωB97M-V/def2-TZVPD.

```
9
Properties=species:S:1:pos:R:3:forces:R:3
C -1.304655 -0.138702 -0.054324 -1.140 -1.170 -0.704
N 0.638791 1.109560 0.299258 -0.782 -1.263 -0.061
N 0.053507 0.005022 -0.232385 2.464 -0.142 -1.063
O -2.077464 0.764902 0.214048 1.157 -0.627 0.075
O 1.188067 -1.458361 -0.172036 -2.450 2.368 4.924
H -1.635903 -1.161168 -0.396838 0.295 0.740 0.574
H 1.650095 1.109196 0.224441 -0.380 0.063 -0.003
H 0.193956 1.335150 1.178582 0.626 0.237 0.450
H 1.293605 -1.565600 -1.060746 0.210 -0.206 -4.192
```
Positions in Å, forces in eV/Å.

Values from the calculation:
- ΔE to the lowest compared entry with this formula, charge and spin (eV) = 3.8205
- highest occupied orbital energy (alpha / beta) (eV) = -9.4 / -9.5
- 2S+1 = 1
- frontier orbital gap (alpha / beta) (eV) = 8.699 / 8.447

Atom charges from the Mulliken analysis, given in e for atoms 1 to 2: C 0.110; N -0.388